Entry 1:
{
  "formula": "C9H12N3",
  "method": "the ωB97M-V functional and the def2-TZVPD basis",
  "total_charge": 1,
  "orbital_gap_ev": 9.8094,
  "e_homo_ha": -0.504,
  "max_force_ev_per_a": 4.39,
  "symbols": ["N", "H", "C", "H", "C", "C", "N", "H", "H", "C", "C", "C", "C", "H", "C", "N", "H", "H", "H", "C", "H", "H", "H", "H"],
  "positions_angstrom": [[0.44539, 1.42009, -0.09983], [-3.66723, -0.91196, 0.05050], [-2.23246, 0.49293, -0.03172], [3.17566, -1.28252, -1.15120], [-0.57740, 2.28825, -0.03189], [0.20064, 0.07921, -0.18145], [-1.44106, -2.91006, 0.43574], [-0.43910, 3.39481, 0.16168], [0.97229, -1.69425, -0.80088], [1.28562, -0.85368, -0.22182], [2.54613, -0.32919, -1.17729], [-1.86055, 1.89339, -0.09332], [1.84750, -1.11176, 1.21363], [-4.32291, 0.61680, 0.18493], [-1.28257, -1.83341, 0.02615], [-3.43898, 0.04568, 0.01993], [1.98074, -0.23123, 1.95411], [-2.72681, 2.51127, 0.15409], [2.09271, -0.13547, -2.13775], [-1.11068, -0.41857, -0.12957], [2.78586, -1.43303, 1.09183], [3.21995, 0.47362, -0.76324], [1.30187, 1.75536, -0.31303], [1.24539, -1.82631, 1.84041]],
  "lowdin_charge": [0.17, 0.11, -0.23, 0.11, -0.04, -0.16, 0.22, 0.17, 0.13, -0.31, -0.01, 0.03, -0.02, 0.19, -0.17, 0.21, 0.13, 0.13, 0.07, -0.07, 0.02, 0.09, 0.12, 0.10]
}

---

Entry 2:
{
  "formula": "C24H36Br30F4N3O",
  "method": "the ωB97M-V functional and the def2-TZVPD basis",
  "total_charge": 1,
  "orbital_gap_ev": 8.8461,
  "e_homo_ha": -0.413,
  "max_force_ev_per_a": 1.09,
  "symbols": ["C", "H", "C", "H", "H", "Br", "H", "C", "H", "Br", "Br", "H", "H", "Br", "H", "H", "H", "C", "C", "Br", "H", "Br", "Br", "F", "Br", "C", "F", "Br", "H", "H", "Br", "N", "H", "H", "H", "Br", "C", "Br", "Br", "H", "H", "C", "H", "Br", "Br", "H", "H", "C", "Br", "C", "H", "Br", "H", "Br", "C", "C", "H", "Br", "C", "N", "C", "C", "N", "H", "Br", "F", "C", "H", "Br", "Br", "H", "Br", "H", "H", "O", "H", "H", "Br", "H", "H", "C", "Br", "Br", "F", "H", "Br", "C", "C", "Br", "C", "C", "H", "C", "Br", "C", "Br", "H", "C"],
  "positions_angstrom": [[0.18480, -6.13766, -4.56932], [1.28365, -6.70008, 0.06794], [-4.44716, 1.25181, 0.05125], [0.73265, 1.66287, -4.24302], [-0.76871, -5.86568, -4.99644], [2.98586, 5.02583, 0.01446], [-3.31975, 3.01315, 3.05239], [-5.86106, 0.92630, 3.51837], [-0.45977, 8.91187, 0.94479], [1.29349, 9.18122, 2.65625], [9.17692, 4.24865, -1.75111], [1.13843, 1.18172, -1.67581], [-0.00338, 1.46434, 1.81792], [3.58196, -5.94813, -0.45810], [5.77982, -0.89535, -1.55203], [4.11458, 6.94117, -1.05345], [7.42819, -5.31087, -2.83907], [0.20319, 2.07954, -3.38655], [-1.38764, -2.00238, -0.49870], [-11.16189, -0.27215, 0.96186], [-2.33185, 3.84440, 4.20977], [0.39177, -8.03014, -4.77065], [10.13114, 4.96550, 1.19569], [-2.40169, -3.05317, -3.26681], [2.17702, -6.42184, 2.35145], [-2.61024, -3.59548, -2.07391], [-1.61941, -4.36012, -0.13282], [0.13803, -5.63177, -2.71170], [0.75582, 2.97531, -3.10266], [-5.32004, 1.45579, 2.74990], [2.81803, -11.79071, 4.31556], [-0.97256, 1.31978, -1.41004], [-0.06724, 0.16626, -0.06358], [0.16455, 0.05719, -2.65232], [-1.35136, 4.55686, 2.42327], [4.92353, -9.51410, 3.64351], [7.18783, -4.66542, -2.00772], [7.04778, 0.77890, -0.26361], [4.02163, 0.81126, -1.21426], [-1.13161, 3.85218, 0.44898], [-4.47324, 0.49887, -1.97746], [4.22743, -11.22974, 3.13928], [0.54106, 2.40442, 0.45043], [2.49807, -8.82837, 0.30320], [-5.90673, 2.07735, 5.05403], [-0.95656, -2.20065, 0.48784], [-1.39663, 2.00778, 5.09129], [-0.33791, 1.93803, 0.89804], [5.06387, -1.49047, 0.72619], [-1.88710, -3.32803, -0.97670], [-3.37890, -1.41176, 0.04599], [4.90963, 5.14768, -2.54295], [-0.81177, 2.35078, -3.67630], [-4.87398, -0.68933, 3.88171], [-3.12161, 1.28422, 0.81870], [9.76306, 5.64331, -0.56456], [8.94734, 6.34505, -0.47437], [1.53947, 8.19618, -0.33336], [5.52089, -0.28931, -0.69477], [-0.80420, 0.87254, -0.05121], [2.24424, -6.93678, 0.50133], [-2.49236, -0.94346, -0.38139], [-1.32879, 3.54797, 2.45197], [-1.17215, 2.31381, -1.39240], [7.07889, -5.76641, -0.44352], [-3.60283, -4.45789, -2.13047], [-2.05414, 0.22400, 0.48877], [-1.71716, -0.20987, 1.43714], [-11.66806, 2.20117, -0.96755], [5.61590, -12.54819, 3.01473], [-2.72118, 1.11485, 4.37452], [-0.26358, 6.57479, 1.74003], [-5.31506, 2.02344, -1.75088], [-2.72722, -0.60372, -1.39045], [-2.68930, 2.62884, 0.68223], [-4.99673, 2.10042, 0.47610], [-1.14626, 1.20426, 3.56563], [1.53961, -5.16174, -5.51633], [-3.39371, 1.10034, 1.86371], [3.79778, -11.12036, 2.15477], [-1.40064, 3.02611, 1.11188], [11.26069, 6.59788, -1.28414], [5.96338, 6.05810, 0.30976], [-5.13666, 0.09388, 0.40517], [-0.57602, -1.63708, -1.13973], [5.49804, -3.83003, -2.43422], [0.20737, 1.07065, -2.24820], [4.45082, 5.93320, -0.85541], [-7.59909, 0.56085, 2.81517], [-1.87862, 1.76838, 4.14314], [-10.58029, 0.66584, -0.60932], [-3.55396, 2.01722, -1.74918], [-4.43537, 1.45331, -1.45232], [-8.71916, 1.13539, -0.46198], [0.40233, 8.31681, 1.20630], [8.57945, -3.35198, -1.86645], [-10.67734, -0.00792, -1.44711], [-2.30033, 3.06853, 3.44402]],
  "lowdin_charge": [-1.64, -0.06, -0.31, 0.09, -0.03, 0.50, 0.09, -1.65, -0.02, 0.62, 0.54, 0.06, 0.13, 0.51, -0.07, -0.07, -0.03, -0.06, -0.10, 0.58, 0.12, 0.61, 0.57, 0.14, 0.58, -0.34, 0.05, 0.64, 0.08, -0.08, 0.58, 0.04, 0.17, 0.12, -0.02, 0.55, -1.61, 0.60, 0.55, 0.14, 0.09, -1.67, 0.13, 0.60, 0.62, 0.14, 0.08, 0.00, 0.57, -0.24, 0.14, 0.59, 0.08, 0.62, -0.22, -1.68, -0.07, 0.60, -1.66, -0.04, -1.64, -0.11, 0.00, 0.12, 0.58, 0.17, -0.15, 0.16, 0.59, 0.58, 0.01, 0.63, 0.09, 0.11, -0.03, 0.15, 0.05, 0.58, 0.11, -0.06, -0.34, 0.59, 0.62, -0.03, 0.11, 0.54, -0.24, -1.65, 0.60, -0.07, -1.65, 0.07, 0.00, 0.53, -1.61, 0.59, -0.03, -0.23]
}

---

Entry 3:
{
  "formula": "C3H7O2S",
  "method": "the ωB97M-V functional and the def2-TZVPD basis",
  "total_charge": -1,
  "orbital_gap_ev": 6.7646,
  "e_homo_ha": -0.108,
  "max_force_ev_per_a": 4.40,
  "symbols": ["H", "H", "C", "O", "C", "O", "H", "H", "H", "C", "H", "H", "S"],
  "positions_angstrom": [[0.22864, -1.08148, 1.56358], [0.23359, -2.06235, -0.66751], [1.29154, -1.02540, 1.25669], [2.07659, -0.96175, 2.18424], [1.75153, -0.65381, -0.15193], [-2.74504, 3.05833, -0.15965], [2.63683, -1.09642, -0.62164], [0.77886, -1.21849, -2.12389], [-2.16219, 3.75653, 0.10975], [0.44867, -1.06780, -1.06817], [1.62312, 0.42153, -0.25580], [-2.16531, 2.29052, -0.26016], [-1.04213, -0.06896, -0.91535]],
  "lowdin_charge": [0.10, 0.01, -0.30, -0.02, -0.21, -0.10, 0.10, 0.03, 0.00, -0.81, 0.07, -0.06, 0.19]
}

---

Entry 4:
{
  "formula": "C36H41N4PtSe",
  "method": "the ωB97M-V functional and the def2-TZVPD basis",
  "total_charge": 1,
  "orbital_gap_ev": [5.8851, 5.8857],
  "e_homo_ha": [-0.354, -0.354],
  "max_force_ev_per_a": 1.78,
  "symbols": ["C", "C", "H", "H", "N", "C", "H", "H", "H", "H", "H", "C", "C", "H", "H", "H", "H", "C", "H", "H", "C", "H", "H", "C", "C", "H", "H", "C", "N", "N", "C", "C", "H", "C", "H", "C", "C", "C", "C", "C", "C", "C", "C", "H", "H", "H", "H", "Se", "Pt", "H", "C", "C", "C", "C", "H", "C", "N", "C", "C", "C", "H", "H", "C", "C", "H", "H", "H", "C", "H", "C", "H", "H", "H", "H", "H", "H", "H", "H", "C", "C", "H", "H", "C"],
  "positions_angstrom": [[0.04867, 4.18548, -0.31501], [-0.91216, -0.95325, 3.25162], [0.36728, -0.61328, -1.30623], [2.10177, 8.05977, -2.23117], [-4.61695, 0.24882, 1.06343], [2.54028, 7.06453, -2.32259], [4.16712, 3.87119, -1.50728], [1.94813, 6.91803, 0.31187], [2.64016, 6.83693, -3.38327], [1.46335, 5.57151, 2.37970], [4.14257, 0.51084, 0.83646], [1.34222, -0.70785, -1.79812], [1.09890, 4.99935, -2.32365], [4.02363, 2.62375, -3.62957], [0.02598, 4.54059, 2.36784], [-5.43841, 0.18798, 1.63988], [-3.44106, -0.02391, -3.96518], [1.32077, -0.50824, 2.58050], [-1.39818, 3.08650, -2.60666], [2.73112, 0.53059, -3.75714], [-2.59945, -2.60702, 3.60227], [-0.64762, 1.75230, 3.96155], [2.62382, -2.04466, 3.26457], [-1.54687, -2.12792, 2.82913], [2.79806, 1.06659, -2.81833], [-0.13832, -3.32148, 1.72117], [-3.13978, 0.63365, 2.56356], [-2.76837, 0.24860, -1.96076], [0.06226, -0.37600, 2.42607], [-2.49867, 0.50608, 0.54378], [-3.37444, 0.48171, 1.52100], [0.49430, 5.39647, 1.90551], [1.19496, -1.78965, 4.28306], [-5.07764, -0.16045, -2.58847], [3.71779, 2.62890, 1.59754], [-0.31850, 2.95348, -2.49525], [3.51942, 2.24873, -2.74852], [-1.10132, -2.82375, 1.58152], [-4.55134, 0.12180, -0.31114], [0.66986, 5.21101, 0.42004], [-3.01344, -1.93245, 4.73891], [2.13684, 0.55916, -1.70657], [-3.20028, 0.29552, -0.63808], [1.16336, -0.96791, -2.84025], [2.10480, 3.29426, 1.35665], [0.41625, 0.85462, 5.04380], [-0.97956, -2.11390, 0.75579], [-1.31090, 3.09647, 0.50494], [-0.52422, 0.84086, 0.61691], [1.27161, 4.90798, -3.39070], [3.60336, 2.94770, -1.55959], [2.97757, 2.47351, -0.41467], [1.47674, 6.12106, -0.25516], [1.69387, 6.04283, -1.62423], [0.13094, 2.90442, -3.48756], [3.08702, 3.18324, 0.89998], [1.53969, 0.80604, 0.63602], [-2.37958, -0.76201, 5.12882], [-5.51785, -0.11114, -1.28207], [3.63455, -0.01197, 1.63900], [-3.83569, -2.32074, 5.32598], [-3.10093, -3.51884, 3.30134], [-1.31897, -0.24803, 4.39453], [2.24106, 1.28303, -0.51310], [1.86258, -1.54806, -1.33052], [-2.71162, -0.23667, 6.01612], [-6.56261, -0.24054, -1.03299], [2.15314, 0.15419, 1.56489], [-1.11430, 1.47622, 5.64789], [1.95188, -1.29347, 3.68014], [-1.72746, 0.40280, -2.20957], [3.99234, 0.36414, 2.59913], [-0.16897, 1.99447, -1.99260], [-0.13013, 6.26762, 2.11533], [3.54124, 7.11042, -1.88932], [3.52048, 4.17353, 0.77467], [-5.79357, -0.33523, -3.38034], [-1.82602, -3.57791, 1.28028], [0.28356, 4.06912, -1.69614], [-3.72887, 0.01739, -2.92318], [2.55041, -0.64646, 4.32489], [3.89992, -1.06968, 1.59185], [-0.63045, 1.02692, 4.78292]],
  "lowdin_charge": [-0.51, -0.25, 0.03, 0.09, 0.16, -0.04, 0.12, 0.13, 0.08, 0.08, 0.09, -0.03, -0.02, 0.11, 0.02, 0.17, 0.11, -0.24, 0.08, 0.12, -0.04, 0.08, 0.10, -0.22, -0.03, 0.09, 0.14, -0.01, 0.04, -0.17, -0.13, -0.08, 0.10, -0.07, 0.08, -0.09, -0.05, -0.02, -0.17, -0.32, -0.07, -0.22, -0.23, 0.09, 0.07, 0.08, 0.06, 0.77, 0.84, 0.12, -0.03, -0.21, -0.02, -0.27, 0.09, -0.01, -0.02, -0.04, 0.00, 0.01, 0.11, 0.12, -0.23, -0.22, 0.09, 0.12, 0.12, -0.22, 0.09, 0.02, 0.09, 0.11, 0.01, 0.09, 0.08, 0.09, 0.11, 0.09, -0.30, -0.06, 0.10, 0.10, -0.02]
}

---

Entry 5:
{
  "formula": "CF3O6S3",
  "method": "the ωB97M-V functional and the def2-TZVPD basis",
  "total_charge": -1,
  "orbital_gap_ev": 10.4851,
  "e_homo_ha": -0.259,
  "max_force_ev_per_a": 5.95,
  "symbols": ["S", "F", "S", "O", "O", "O", "O", "S", "F", "C", "F", "O", "O"],
  "positions_angstrom": [[0.50468, -1.05215, 1.04056], [1.40200, -1.49734, -1.17858], [-0.72527, 1.32710, 0.29199], [1.79458, -1.47378, 1.47910], [-0.79500, 1.92695, -1.00501], [1.17910, 0.48366, -2.54443], [-0.62280, -1.93621, 0.77899], [0.37608, -0.09345, -1.51961], [-0.06711, -0.16235, 2.33860], [0.60702, 0.38517, 0.12027], [-2.07249, 0.41617, 0.62941], [-0.88048, -0.58327, -1.83404], [-0.70030, 2.25950, 1.40275]],
  "lowdin_charge": [0.65, -0.30, 0.60, -0.27, -0.29, -0.25, -0.27, 0.63, -0.24, -0.54, -0.20, -0.23, -0.28]
}

---

Entry 6:
{
  "formula": "C4H7NO2",
  "method": "the ωB97M-V functional and the def2-TZVPD basis",
  "orbital_gap_ev": 9.9153,
  "e_homo_ha": -0.341,
  "max_force_ev_per_a": 1.13,
  "symbols": ["C", "H", "O", "H", "H", "C", "H", "C", "O", "H", "C", "N", "H", "H"],
  "positions_angstrom": [[0.00863, 0.55883, 0.27586], [-0.89940, 0.22620, -1.84804], [0.41084, -1.54742, 1.70399], [-0.76100, 1.14835, 0.79815], [2.04290, 0.64458, -0.36064], [1.33580, 1.27798, 0.17908], [-1.52510, -2.02016, -0.49527], [-0.45378, -0.23762, -0.95762], [0.53683, -1.12315, -1.08107], [-2.28275, -0.69690, 0.26304], [0.04633, -0.86774, 0.81345], [-1.41167, -1.08525, -0.10629], [1.21648, 2.22447, -0.35819], [1.73589, 1.49783, 1.17355]],
  "lowdin_charge": [-0.22, 0.15, 0.16, 0.15, 0.09, -0.04, 0.14, -0.45, -0.10, 0.14, -0.32, 0.15, 0.08, 0.08]
}

---

Which formula does entry 3 have?
C3H7O2S